one:
Computed, not measured: a 3-piece molecular cluster, C2H11NO3 overall, with ωB97M-V with the def2-TZVPD basis set.

Calculated values
Structure (SMILES): NCCO.O.O
Kohn-Sham gap, eV: 10.8534

XYZ file:
```
17
C2H11NO3 ωB97M-V with the def2-TZVPD basis set
N -1.922 0.707 -0.081
C -1.285 -0.626 -0.184
C -0.472 -0.936 1.057
O 0.382 -2.032 0.865
H -2.503 0.735 0.761
H -2.534 0.825 -0.878
H -0.613 -0.626 -1.039
H -2.042 -1.403 -0.315
H -1.125 -1.163 1.900
H 0.102 -0.050 1.358
H 1.157 -1.706 0.349
O 2.355 0.087 -0.731
H 1.773 0.857 -0.761
H 2.828 0.096 -1.572
O 0.529 2.142 -0.611
H 0.707 2.938 -0.088
H -0.359 1.783 -0.340
```

two:
Computed, not measured: a 4-piece molecular cluster, C2H11NO3 overall, with ωB97M-V with the def2-TZVPD basis set.

Calculated values
Structure (SMILES): C=CN.O.O.O
Kohn-Sham gap, eV: 8.4307

XYZ file:
```
17
C2H11NO3 ωB97M-V with the def2-TZVPD basis set
C 2.161 3.269 1.535
C 1.523 2.140 1.827
N 0.743 1.376 0.850
H 1.860 4.293 1.239
H 3.290 3.075 1.532
H 2.010 1.357 2.406
H 1.073 1.301 -0.133
H 0.701 0.403 1.240
O -0.281 0.032 -1.881
H -0.531 0.926 -1.625
H 0.485 -0.333 -1.305
O 0.215 -3.262 -1.882
H -0.591 -2.728 -1.862
H -0.144 -4.073 -1.522
O -3.901 -2.656 -0.227
H -4.389 -3.344 0.144
H -4.224 -1.776 -0.336
```

Energy comparison, zero being the most stable, in hartree: one 0.0000; two 0.1346.